# 1
Here is 3 unconnected molecules or ions with the total composition C33H59BrO9 at a distorted geometry from the Open Molecules 2025 dataset. Energies are from the ωB97M-V functional and the def2-TZVPD basis.

Geometry as XYZ:
```
102
Properties=species:S:1:pos:R:3:forces:R:3
Br 7.669 0.603 3.384 0.313 0.186 -0.124
O 8.805 3.092 1.479 -1.620 0.010 -0.320
O 12.095 -9.099 -1.332 0.093 0.031 0.020
O 5.290 5.249 -0.178 1.416 -1.921 1.288
O 9.936 -8.974 -1.971 -0.191 0.151 -0.087
O 8.316 -4.301 -2.947 0.060 -0.054 0.069
O 7.100 -3.467 -4.656 -0.099 0.001 -0.178
O 7.054 4.449 1.059 0.016 0.039 -0.424
O 10.958 -10.922 -1.475 0.014 -0.098 0.013
O 7.729 -2.229 -2.879 0.017 0.139 0.117
C 0.154 1.622 -1.539 0.091 -0.128 0.100
C 8.079 0.224 1.487 -0.761 -0.645 0.133
C -11.906 4.582 1.645 -0.348 0.029 0.721
C -5.349 0.475 0.183 0.214 -0.820 0.400
C 5.913 4.314 0.305 -0.974 1.523 -0.734
C -14.227 5.620 1.434 0.174 0.530 0.529
C 10.901 -9.603 -1.627 0.133 -0.078 0.055
C 5.634 2.857 0.162 -0.057 -0.168 -0.188
C -0.931 0.567 -1.328 -0.261 0.435 0.163
C 7.059 -1.114 -3.466 -0.099 0.224 0.017
C -13.057 5.287 2.375 0.038 -0.363 -0.405
C -8.639 0.777 2.123 0.238 0.301 0.364
C -2.264 1.155 -0.807 0.245 -0.369 -0.182
C 12.179 -7.677 -1.453 0.112 0.169 0.019
C -9.393 1.861 2.917 -0.466 -0.593 -0.634
C -10.943 3.861 2.601 -0.174 0.205 -0.312
C 7.660 -3.349 -3.601 0.072 -0.044 0.120
C -6.402 0.002 1.204 0.116 0.811 -0.202
C 9.732 -11.600 -1.761 -0.105 -0.185 -0.011
C -10.514 2.497 2.088 0.387 0.199 0.425
C -7.210 1.180 1.786 -0.022 -0.837 -0.274
C 1.574 1.022 -1.511 -0.739 0.403 0.319
C 4.361 2.472 -0.511 -0.142 -0.201 0.467
C 3.763 1.096 -0.170 -0.773 0.699 -0.539
C -14.801 7.015 1.660 -0.242 -0.324 -0.361
C 7.648 3.187 1.150 1.471 0.130 0.242
C 6.664 2.163 0.669 -0.693 0.305 -0.039
C 8.325 -5.570 -3.609 0.109 -0.287 0.009
C 2.224 1.169 -0.134 0.419 -0.810 -0.042
C -2.791 0.472 0.459 -0.607 -0.356 0.010
C 8.289 -1.281 1.362 0.000 0.238 0.166
C -4.049 -0.369 0.195 -0.186 0.271 -0.366
C 6.847 0.670 0.684 1.565 0.532 0.489
H -10.175 2.575 1.056 -0.050 0.085 -0.237
H 1.896 0.325 0.472 -0.208 -0.014 0.148
H -10.071 4.487 2.775 0.189 0.046 0.065
H 4.008 0.405 -0.971 0.374 -0.457 0.246
H -12.368 3.859 0.976 0.105 -0.137 -0.239
H -14.074 7.771 1.383 0.141 0.214 0.125
H -8.694 2.628 3.234 0.110 0.141 0.237
H 9.316 -1.546 1.584 0.191 -0.054 -0.085
H -15.122 7.161 2.686 0.071 0.077 0.237
H -5.080 1.500 0.417 -0.058 0.298 -0.124
H 8.888 -6.249 -2.974 0.002 0.085 0.091
H 8.965 0.770 1.212 0.162 0.287 0.177
H -3.009 1.027 -1.587 -0.209 0.236 -0.110
H -11.370 5.321 1.057 0.095 -0.013 -0.355
H 7.313 -5.948 -3.729 -0.024 0.064 -0.074
H -2.050 -0.188 0.901 0.339 0.084 0.020
H 7.496 -0.859 -4.429 -0.038 -0.080 -0.047
H 3.631 3.225 -0.222 -0.027 0.244 -0.004
H -11.383 1.842 2.116 -0.106 -0.177 -0.279
H 7.028 0.338 -0.337 -0.292 -0.180 -0.208
H 9.923 -12.656 -1.597 0.104 0.021 0.028
H -8.594 -0.157 2.680 -0.083 -0.143 0.127
H -5.787 0.425 -0.807 -0.101 0.365 -0.208
H 1.890 2.057 0.394 0.015 0.305 -0.044
H 4.084 0.737 0.796 0.357 -0.104 0.140
H -15.014 4.890 1.599 -0.117 -0.206 -0.238
H 2.188 1.446 -2.300 0.181 0.114 -0.075
H 8.815 -5.494 -4.578 -0.086 0.053 -0.048
H 9.437 -11.439 -2.796 -0.036 0.079 0.015
H 13.196 -7.408 -1.185 0.026 -0.103 0.018
H -5.879 -0.519 1.998 -0.126 -0.203 0.273
H -7.217 1.983 1.053 -0.016 0.322 0.009
H -3.068 1.199 1.218 0.173 0.183 0.180
H 5.996 -1.318 -3.580 0.013 -0.058 -0.091
H 0.046 2.351 -0.740 0.142 0.215 0.116
H 8.019 -1.610 0.363 0.156 -0.129 -0.211
H 6.017 0.152 1.135 -0.468 -0.034 -0.265
H -1.097 0.043 -2.265 0.034 -0.272 -0.094
H -15.676 7.154 1.028 -0.097 0.126 -0.055
H -7.103 -0.687 0.741 0.038 -0.289 -0.101
H 4.475 2.604 -1.584 0.073 -0.015 -0.219
H -9.172 0.564 1.198 -0.098 -0.125 -0.148
H -13.896 5.559 0.401 -0.002 -0.168 -0.208
H -2.141 2.222 -0.651 -0.010 0.216 0.042
H -3.957 -0.845 -0.779 0.189 -0.241 -0.069
H -9.852 1.390 3.782 0.118 0.207 0.386
H 8.943 -11.264 -1.091 -0.019 0.073 -0.046
H -11.433 3.743 3.566 -0.011 -0.059 0.209
H 1.446 -0.040 -1.701 0.349 -0.222 -0.317
H -6.710 1.519 2.689 0.087 0.320 0.098
H -0.023 2.168 -2.462 -0.069 0.018 -0.180
H -13.417 4.600 3.139 -0.058 0.021 0.257
H 7.675 -1.811 2.079 -0.258 -0.132 -0.008
H 11.483 -7.192 -0.772 -0.068 -0.009 -0.051
H -4.122 -1.174 0.921 -0.081 -0.074 0.198
H -0.582 -0.156 -0.595 0.185 -0.201 0.029
H 7.191 -0.280 -2.781 0.080 -0.058 0.065
H 11.980 -7.367 -2.477 -0.082 -0.003 0.007
H -12.694 6.175 2.888 0.047 0.180 0.064
```
Positions in Å, forces in eV/Å.

## Properties
- largest force on an atom (eV/A) = 2.71
- Kohn-Sham gap (eV) = 9.50
- relative energy (zero: lowest compared OMol25 entry of this formula, charge and spin) (eV) = 0.0000

These are the Löwdin partial charges, in e, on atoms 1 to 4: 0.73 0.14 0.01 0.15

=====

# 2
Here is 6 unconnected molecules or ions with the total composition CH13NO4 at a distorted geometry from the Open Molecules 2025 dataset. Energies are from the ωB97M-V functional and the def2-TZVPD basis.

Geometry as XYZ:
```
19
Properties=species:S:1:pos:R:3:forces:R:3
O 2.393 0.090 0.184 -0.071 -0.088 0.325
O 0.976 0.764 2.388 0.942 0.534 0.723
O -3.911 0.135 0.611 -0.123 0.398 0.473
O 1.110 1.434 -1.497 -0.197 -0.240 -0.254
N 0.144 -1.751 -0.487 -0.696 0.258 0.594
C -0.595 -0.992 -1.507 0.563 0.215 -0.383
H -1.565 -0.676 1.025 0.267 -0.063 0.120
H -3.090 -0.370 0.637 0.166 -0.353 -0.343
H -1.574 -1.435 -1.693 -0.046 -0.171 0.069
H -0.427 -1.622 0.363 0.160 -0.575 0.087
H 3.348 0.163 0.221 0.021 -0.049 -0.059
H 1.728 0.905 -0.834 -0.046 0.363 -0.042
H 1.016 -1.273 -0.221 0.122 0.174 -0.453
H -3.720 0.789 1.299 -0.295 0.043 -0.213
H 0.141 0.404 2.144 -0.747 -0.407 -0.460
H 1.471 2.305 -1.641 0.276 0.176 0.175
H -0.708 0.061 -1.260 -0.122 0.074 -0.014
H -0.034 -0.990 -2.445 -0.032 -0.140 0.043
H 1.606 0.554 1.643 -0.145 -0.150 -0.388
```
Positions in Å, forces in eV/Å.

## Properties
- largest force on an atom (eV/A) = 1.30
- Kohn-Sham gap (spin up / spin down) (eV) = 8.62 / 5.94
- multiplicity = 2
- ⟨S²⟩ = 0.75
- relative energy (zero: lowest compared OMol25 entry of this formula, charge and spin) (eV) = 1.1277
- charge = -1

These are the Löwdin partial charges, in e, on atoms 1 to 4: -0.40 -0.13 -0.10 -0.18

=====

# 3
Here is a gas-phase ion, C4H5N2O2S2 (charge -1) at a distorted geometry from the Open Molecules 2025 dataset. Energies are from the ωB97M-V functional and the def2-TZVPD basis.

Geometry as XYZ:
```
15
Properties=species:S:1:pos:R:3:forces:R:3
S 1.366 1.563 -1.677 0.485 -1.256 1.433
S 0.743 2.997 0.109 -1.067 3.597 -0.881
O 1.252 4.374 -0.212 -0.351 -2.298 0.214
O 1.368 2.410 1.290 0.874 -0.647 0.498
N 1.295 0.135 -0.215 -0.541 2.322 -1.324
N -1.308 -2.245 -0.735 0.824 -2.131 -0.863
C -0.029 -1.801 -1.122 -0.595 0.857 0.501
C 0.161 -0.722 -0.222 -1.018 -1.721 0.396
C -1.772 -1.618 0.417 -3.879 -4.101 -0.664
C -0.975 -0.659 0.768 3.049 3.786 0.315
H 2.273 -0.141 -0.195 -0.426 -0.900 -0.388
H -1.707 -3.165 -1.141 0.953 2.474 1.241
H -2.670 -2.111 0.905 1.055 1.258 -0.537
H 1.224 0.849 0.524 0.063 -0.375 0.530
H -1.222 0.135 1.507 0.574 -0.867 -0.472
```
Positions in Å, forces in eV/Å.

## Properties
- largest force on an atom (eV/A) = 5.68
- Kohn-Sham gap (eV) = 7.03
- relative energy (zero: lowest compared OMol25 entry of this formula, charge and spin) (eV) = 1.6337
- charge = -1

These are the Löwdin partial charges, in e, on atoms 1 to 4: 0.40 0.49 -0.57 -0.55

=====

# 4
Here is 2 unconnected molecules or ions with the total composition C13H22F9N3O2PS from the Open Molecules 2025 dataset. Energies are from the ωB97M-V functional and the def2-TZVPD basis.

Geometry as XYZ:
```
51
Properties=species:S:1:pos:R:3:forces:R:3
S 0.985 1.924 2.710 0.124 0.096 0.178
P 1.337 2.443 0.759 -0.084 -0.145 0.425
F 2.882 1.823 -1.195 0.018 -0.116 0.143
F 0.706 -2.716 -1.238 -0.109 0.119 -0.179
F 0.885 0.132 -1.504 0.197 -0.125 0.148
F -0.003 -0.747 0.718 0.368 -0.038 -0.012
F 2.862 -0.802 -1.251 -0.274 0.174 0.090
F 0.447 -3.294 0.824 -0.223 -0.229 0.257
F 1.984 -1.076 1.592 -0.176 -0.064 -0.325
F 3.490 0.912 0.716 -0.076 0.130 -0.140
F 2.423 -3.166 -0.013 0.420 -0.142 0.030
O -5.401 -0.340 1.974 0.456 0.468 0.080
O 1.488 -7.613 -3.506 -0.007 0.005 0.011
N 0.738 -5.482 -3.328 0.034 -0.051 0.037
N -4.046 1.161 0.858 -0.537 -0.482 -0.090
N 2.261 -6.338 -1.800 -0.055 0.005 -0.011
C 1.219 -2.634 -0.012 -0.159 0.210 0.051
C 2.440 3.866 0.952 0.177 0.155 -0.135
C -4.311 0.170 1.857 -0.396 -0.182 -0.036
C 1.852 -0.175 -0.614 0.373 -0.210 -0.122
C -2.177 1.370 -0.842 -0.355 -0.087 -0.125
C -3.164 -0.138 2.778 -0.102 -0.129 -0.022
C -1.454 2.125 0.266 -0.119 0.096 -0.071
C 1.849 5.204 0.500 0.280 0.066 0.007
C -3.393 0.567 -0.339 0.285 0.191 0.201
C 1.495 -6.553 -2.918 0.012 0.020 -0.024
C 2.446 1.162 -0.087 -0.202 0.105 -0.134
C -0.131 2.771 -0.222 -0.463 -0.212 -0.333
C 1.274 -1.151 0.450 -0.248 0.302 0.090
H 1.096 5.577 1.190 -0.123 -0.061 -0.065
H 0.726 -4.598 -2.860 0.019 0.011 0.012
H -2.110 2.919 0.620 0.068 -0.038 0.112
H -2.242 -0.269 2.212 0.065 -0.038 0.054
H -3.399 -1.030 3.353 0.111 -0.020 -0.020
H -1.510 0.667 -1.341 0.107 0.030 -0.037
H -0.244 3.855 -0.272 0.149 0.009 0.137
H -4.122 0.487 -1.145 0.007 -0.061 0.021
H 2.662 5.929 0.477 -0.049 0.016 0.061
H -4.980 1.464 0.597 0.120 0.172 -0.155
H 2.294 -5.469 -1.305 0.014 0.024 -0.021
H 2.823 -7.104 -1.481 0.006 -0.020 -0.009
H -3.085 -0.458 -0.117 0.049 0.048 0.090
H 0.207 0.851 2.516 -0.088 -0.044 -0.164
H 3.350 3.645 0.392 -0.036 -0.050 -0.023
H 2.724 3.892 2.006 -0.002 -0.006 -0.015
H 0.079 2.447 -1.246 0.194 0.011 0.026
H 1.452 5.154 -0.512 -0.054 0.031 0.010
H -1.317 1.472 1.124 0.115 -0.054 0.020
H 0.177 -5.614 -4.148 -0.007 -0.011 -0.012
H -2.516 2.073 -1.607 0.118 0.101 0.036
H -3.045 0.705 3.462 0.057 0.018 -0.049
```
Positions in Å, forces in eV/Å.

## Properties
- largest force on an atom (eV/A) = 0.73
- Kohn-Sham gap (eV) = 8.03
- charge = +1

These are the Löwdin partial charges, in e, on atoms 1 to 4: 0.70 0.80 0.10 0.19